Entry 1:
Entry from the OMol25 dataset: a molecular structure, C13H18AsClN2O2S5Tc (wB97M-V/def2-TZVPD).

As for the orbital gap (spin up / spin down): 5.09 / 5.09 eV. The calculation puts the lowest unoccupied orbital energy (spin up / spin down) at -12.45 / -12.45 eV. Its total charge is +3.

The geometry in XYZ format:
```
43
Properties=species:S:1:pos:R:3:lowdin_charge:R:1
Tc -0.425 0.129 -0.639 0.9836
C -3.244 -0.303 0.660 -0.1306
C -2.366 0.371 1.682 -0.1329
N -0.940 -0.018 1.441 -0.1822
C -0.489 -1.312 2.031 -0.1969
C -0.933 -2.534 1.249 -0.3497
S -0.670 -2.303 -0.548 0.9645
C -2.335 -2.580 -1.255 -0.3440
C -3.045 -1.277 -1.609 -0.2353
N -2.615 -0.162 -0.702 -0.2326
H -3.366 -1.362 0.867 0.1141
H -4.240 0.138 0.648 0.1555
H -2.418 1.455 1.580 0.1237
H -2.672 0.116 2.697 0.1517
H -0.355 0.714 1.870 0.0846
H 0.600 -1.270 2.064 0.1315
H -0.840 -1.393 3.060 0.1508
H -0.328 -3.393 1.539 0.1089
H -1.974 -2.802 1.409 0.0896
H -2.194 -3.187 -2.149 0.1072
H -2.867 -3.194 -0.532 0.1006
H -2.807 -0.986 -2.624 0.0762
H -4.125 -1.408 -1.543 0.1495
H -2.988 0.696 -1.102 0.0830
Cl 6.946 1.096 0.506 0.9100
C 5.306 0.899 0.274 -0.6153
C 4.841 -0.016 -0.678 -0.0288
C 3.488 -0.165 -0.850 0.0567
C 2.603 0.581 -0.061 -0.2243
O 1.296 0.390 -0.304 -0.2925
C 3.054 1.517 0.897 -0.0841
C 2.152 2.329 1.781 -0.1144
O 0.987 2.062 1.943 0.0422
C 4.399 1.676 1.040 0.0041
H 5.544 -0.589 -1.267 0.1393
H 3.094 -0.854 -1.587 0.1428
H 2.603 3.220 2.245 0.1595
H 4.790 2.399 1.749 0.1432
S 0.385 3.508 -4.273 0.2873
As -0.713 2.169 -3.038 -0.1655
S -1.005 2.417 -0.921 0.2919
S -0.373 0.035 -2.972 0.2870
S -1.764 3.191 -4.576 0.2907
```

=====

Entry 2:
Entry from the OMol25 dataset: C4H6S3 in the gas phase (wB97M-V/def2-TZVPD).

As for the orbital gap: 8.30 eV. The SMILES is S=C[C@@H](S)/C=C/S. Its energy relative to the best compared isomer or geometry (same formula, charge and spin) is 1.558 eV. The calculation puts the lowest unoccupied orbital energy at -0.53 eV. Its total charge is 0.

The geometry in XYZ format:
```
13
Properties=species:S:1:pos:R:3:lowdin_charge:R:1
C 0.669 0.261 0.212 -0.2732
C -0.744 0.288 -0.312 -0.6255
C 1.555 -0.412 -0.491 -0.4747
C -1.837 -0.374 0.417 -0.7838
S -3.029 -1.276 -0.199 0.6873
S 3.320 -0.596 0.028 0.6792
S -1.345 2.153 -0.081 0.6754
H 1.014 0.887 1.042 0.1047
H -0.892 0.141 -1.408 0.1068
H 1.196 -1.055 -1.345 0.0962
H -1.919 -0.369 1.481 0.0309
H 3.749 -1.720 -0.639 -0.1388
H -1.738 2.072 1.294 -0.0846
```

=====

Entry 3:
Entry from the OMol25 dataset: 2 unconnected molecules or ions with the total composition C5H10O2 (wB97M-V/def2-TZVPD).

As for the orbital gap: 9.45 eV. Its energy relative to the best compared isomer or geometry (same formula, charge and spin) is 5.237 eV. The calculation puts the lowest unoccupied orbital energy at 0.19 eV. Its total charge is 0.

The geometry in XYZ format:
```
17
Properties=species:S:1:pos:R:3:lowdin_charge:R:1
O 2.539 0.135 -0.579 -0.0714
C 1.745 -0.760 0.139 -0.2854
C 0.413 -1.050 -0.499 -0.1302
C -0.703 -1.339 0.214 -0.0675
C -1.670 0.663 0.224 0.0324
C -0.506 1.497 0.063 -0.5072
O 0.216 1.380 -0.973 -0.1022
H 1.934 0.863 -0.820 0.0535
H 1.576 -0.439 1.184 0.1226
H 2.303 -1.705 0.196 0.1278
H 0.419 -1.153 -1.581 0.1265
H -0.662 -1.395 1.301 0.0858
H -1.559 -1.813 -0.256 0.0785
H -2.237 0.689 1.157 0.1034
H -2.187 0.315 -0.664 0.0987
H -0.106 1.908 1.010 0.1417
H -1.532 2.158 -0.103 0.1932
```

=====

Entry 4:
Entry from the OMol25 dataset: a molecular structure, C5H18HgNO (wB97M-V/def2-TZVPD).

As for the orbital gap (spin up / spin down): 3.16 / 3.17 eV. The calculation puts the lowest unoccupied orbital energy (spin up / spin down) at 3.42 / 3.42 eV. Its total charge is -1.

The geometry in XYZ format:
```
26
Properties=species:S:1:pos:R:3:lowdin_charge:R:1
C -0.452 -1.743 -3.764 -0.1842
Hg -0.085 0.094 -1.349 0.3524
N -1.058 -2.015 -0.160 -0.0780
H 0.272 1.517 -2.147 -0.2141
H 0.532 -1.414 -3.375 -0.0492
H -0.504 -1.454 -4.815 -0.0102
H -1.324 -1.246 -3.250 -0.0240
H -0.524 -2.828 -3.723 -0.0077
H -1.704 -1.571 0.499 -0.0318
H -0.300 -2.359 0.439 -0.0281
H -1.529 -2.839 -0.533 -0.0241
C 2.164 1.047 0.812 -0.1380
C 1.304 -0.006 1.495 -0.3291
O -0.071 -0.013 1.079 -0.4583
C -0.806 1.237 1.084 -0.3745
C -0.973 1.789 2.477 -0.0980
H 2.112 1.001 -0.294 0.0065
H 3.204 0.839 1.093 0.0678
H 1.937 2.073 1.145 0.0664
H 1.696 -1.016 1.290 0.0882
H 1.334 0.128 2.587 0.1017
H -0.375 2.021 0.407 0.0754
H -1.768 0.951 0.643 0.0807
H -0.001 2.089 2.882 0.0658
H -1.608 2.670 2.363 0.0709
H -1.474 1.048 3.114 0.0735
```

=====

Entry 5:
Entry from the OMol25 dataset: a molecular structure, C42H96F18N10O17S6 (wB97M-V/def2-TZVPD).

As for the orbital gap: 3.32 eV. The calculation puts the lowest unoccupied orbital energy at -7.61 eV. Its total charge is +4.

The geometry in XYZ format:
```
189
Properties=species:S:1:pos:R:3:lowdin_charge:R:1
C 3.973 -5.042 7.596 -0.0235
C 5.279 -5.327 6.939 -0.2875
C 5.621 -4.506 5.652 -0.1941
O 5.555 -3.153 5.990 -0.2167
C 4.597 -2.373 5.137 -0.0065
N 6.430 -5.140 7.931 0.2255
H 6.734 -4.186 7.928 0.1480
H 5.995 -5.227 8.899 0.1888
H 7.228 -5.799 7.825 0.1933
H 4.059 -5.439 8.604 0.0887
H 3.178 -5.545 7.087 0.0959
H 3.710 -3.994 7.683 0.0977
H 5.285 -6.384 6.714 0.1502
H 4.976 -4.762 4.865 0.1010
H 6.653 -4.765 5.314 0.1433
H 5.136 -2.374 4.185 0.0939
H 4.600 -1.378 5.638 0.1055
H 3.555 -2.774 5.161 0.0831
C -2.281 -5.551 0.440 -0.0379
C -2.568 -4.306 -0.367 -0.3327
C -4.072 -4.226 -0.703 -0.1360
O -4.772 -4.193 0.591 -0.1914
C -6.181 -4.125 0.398 -0.0806
N -1.971 -3.062 0.172 0.2151
H -2.124 -2.858 1.165 0.1597
H -0.951 -3.110 -0.023 0.0798
H -2.317 -2.153 -0.241 0.1288
H -2.619 -5.352 1.510 0.1129
H -1.190 -5.794 0.539 0.0927
H -2.841 -6.393 0.032 0.0933
H -1.948 -4.464 -1.295 0.1681
H -4.350 -5.127 -1.261 0.1348
H -4.250 -3.330 -1.276 0.1043
H -6.650 -4.319 1.311 0.0714
H -6.494 -4.848 -0.353 0.0943
H -6.423 -3.094 0.081 0.0863
C 3.089 -7.592 -16.127 -0.2162
C 2.363 -6.823 -16.983 -0.3475
C -0.170 -6.716 -13.395 0.1183
O -0.914 -6.529 -14.421 -0.1299
C -2.113 -7.056 -14.820 -0.0394
N 2.629 -5.408 -17.250 0.1276
H 3.447 -5.299 -17.890 0.1686
H 1.806 -4.976 -17.610 0.1425
H 2.912 -5.040 -16.357 0.1428
H 3.684 -7.204 -15.208 0.1005
H 4.143 -7.622 -16.633 0.1013
H 2.662 -8.612 -16.198 0.1002
H 1.712 -7.283 -17.747 0.0947
H 0.668 -6.033 -13.327 0.1054
H -0.734 -7.302 -12.580 0.1449
H -2.812 -6.642 -14.023 0.1361
H -2.034 -8.157 -14.654 0.1209
H -2.271 -6.819 -15.901 0.1291
C -0.838 5.647 8.605 -0.0189
C 0.621 5.362 8.963 -0.2498
C 0.937 4.055 9.761 -0.1812
O 0.497 3.011 8.901 -0.2192
C 0.621 1.797 9.663 -0.0716
N 1.352 5.108 7.633 0.1943
H 1.288 5.865 6.907 0.1805
H 2.366 4.874 7.692 0.1790
H 0.846 4.331 7.181 0.0836
H -0.852 6.509 7.935 0.0890
H -1.499 5.910 9.454 0.1084
H -1.300 4.818 8.105 0.0688
H 1.130 6.168 9.452 0.1408
H 0.554 3.986 10.798 0.1471
H 1.998 4.001 9.831 0.1115
H 1.703 1.654 9.977 0.1132
H 0.221 1.006 8.972 0.1109
H -0.006 1.874 10.554 0.0864
C -6.044 1.339 3.710 -0.0155
C -6.136 2.500 2.700 -0.2442
C -5.743 2.020 1.272 -0.1416
O -6.763 1.070 0.962 -0.2264
C -6.659 0.336 -0.254 -0.0498
N -7.610 3.001 2.618 0.2079
H -7.798 3.888 2.075 0.1934
H -8.105 2.266 2.096 0.1524
H -8.103 3.137 3.507 0.1712
H -6.697 0.555 3.473 0.0683
H -6.278 1.678 4.758 0.1094
H -4.968 1.110 3.798 0.0911
H -5.610 3.393 2.977 0.1353
H -4.782 1.572 1.222 0.0868
H -5.776 2.837 0.510 0.1434
H -6.709 0.988 -1.057 0.0661
H -7.489 -0.434 -0.268 0.1239
H -5.733 -0.221 -0.245 0.0654
C 7.733 -0.887 0.586 -0.1138
C 6.857 -0.102 -0.419 -0.2095
C 5.544 0.029 0.320 -0.1184
N 4.707 1.105 -0.375 -0.2749
C 4.368 0.739 -1.773 0.0358
C 5.428 2.424 -0.424 -0.0862
C 4.274 3.498 -0.561 -0.0937
C 2.997 2.710 -0.078 -0.1372
C 3.473 1.327 0.421 -0.0954
H 7.323 -1.951 0.746 0.0954
H 7.842 -0.547 1.636 0.0836
H 8.726 -1.202 0.171 0.0897
H 6.817 -0.598 -1.361 0.1094
H 7.391 0.887 -0.443 0.1248
H 5.775 0.353 1.316 0.1246
H 4.911 -0.815 0.446 0.1248
H 3.486 1.303 -2.071 0.1084
H 4.086 -0.293 -1.887 0.1085
H 5.215 0.985 -2.396 0.1071
H 6.086 2.388 -1.306 0.1222
H 6.060 2.605 0.484 0.1559
H 4.108 3.812 -1.576 0.1001
H 4.397 4.404 0.020 0.1095
H 2.256 2.578 -0.990 0.1351
H 2.397 3.245 0.648 0.0777
H 2.813 0.480 0.143 0.0977
H 3.721 1.265 1.445 0.1265
C -3.036 6.533 0.022 -0.0860
C -3.467 6.363 -1.460 -0.2408
C -2.722 5.186 -2.085 -0.0786
N -2.859 5.072 -3.699 -0.2436
C -2.484 6.353 -4.445 0.0275
C -4.213 4.508 -4.139 -0.1007
C -3.956 3.889 -5.489 -0.1518
C -2.430 3.609 -5.605 -0.1005
C -1.896 4.014 -4.158 -0.1103
H -2.781 5.517 0.439 0.0817
H -3.937 6.924 0.633 0.1084
H -2.134 7.133 0.073 0.0730
H -3.434 7.331 -1.870 0.0872
H -4.518 6.033 -1.444 0.1107
H -3.049 4.228 -1.691 0.0923
H -1.594 5.210 -1.839 0.1619
H -1.430 6.656 -4.157 0.1324
H -3.115 7.229 -4.228 0.1024
H -2.615 6.144 -5.535 0.1108
H -4.946 5.349 -4.118 0.1497
H -4.513 3.731 -3.404 0.1248
H -4.235 4.593 -6.237 0.1006
H -4.597 3.015 -5.612 0.1267
H -2.045 4.187 -6.411 0.0920
H -2.243 2.505 -5.739 0.1251
H -0.845 4.355 -4.143 0.1391
H -2.018 3.144 -3.491 0.1085
C -2.245 2.611 5.030 -0.6908
F -1.802 1.343 4.977 0.1407
F -3.324 2.717 4.219 0.1039
F -2.658 2.810 6.222 0.1971
S -0.935 3.777 4.426 0.6646
O -0.805 3.467 3.021 -0.2952
O -1.329 5.177 4.727 -0.3175
N 0.424 3.450 5.302 -0.3366
S 1.606 2.553 4.877 0.5533
O 2.378 2.298 6.105 -0.3163
O 1.422 1.464 3.991 -0.2581
C 2.645 3.815 3.923 -0.6629
F 2.233 3.959 2.706 0.1671
F 2.694 5.002 4.595 0.1088
F 3.815 3.171 3.914 0.1119
C 1.948 -4.621 2.883 -0.6062
F 2.292 -4.600 4.196 0.0911
F 3.140 -4.775 2.159 0.0795
F 1.164 -5.651 2.659 0.1663
S 1.071 -3.051 2.522 0.5814
O -0.270 -3.184 3.041 -0.2727
O 1.923 -2.025 3.004 -0.2480
N 0.851 -3.216 0.979 -0.3109
S 1.445 -2.544 -0.277 0.5917
O 0.417 -2.395 -1.271 -0.2834
O 2.315 -1.416 -0.087 -0.2917
C 2.468 -3.839 -1.042 -0.7591
F 3.594 -4.059 -0.491 0.2011
F 1.823 -5.014 -1.079 0.1360
F 2.649 -3.484 -2.290 0.1595
C -2.033 -0.317 -3.413 -0.6401
F -1.533 -1.543 -3.182 0.1299
F -1.024 0.518 -3.296 0.1385
F -2.571 -0.207 -4.644 0.1269
S -3.363 0.186 -2.139 0.5862
O -3.590 1.549 -2.409 -0.2895
O -4.404 -0.823 -2.222 -0.2936
N -2.610 -0.135 -0.773 -0.3021
S -2.168 1.003 0.200 0.5427
O -2.382 2.384 -0.086 -0.2873
O -2.589 0.571 1.481 -0.2898
C -0.228 0.814 0.385 -0.6058
F 0.000 -0.292 1.111 0.1131
F 0.316 0.685 -0.816 0.1214
F 0.289 1.889 0.985 0.1357
```

=====

Entry 6:
Entry from the OMol25 dataset: C5H5IO in the gas phase (wB97M-V/def2-TZVPD).

As for the orbital gap: 9.27 eV. The SMILES is ICc1ccoc1. Its energy relative to the best compared isomer or geometry (same formula, charge and spin) is 0.048 eV. The calculation puts the lowest unoccupied orbital energy at 0.21 eV. Its total charge is 0.

The geometry in XYZ format:
```
12
Properties=species:S:1:pos:R:3:lowdin_charge:R:1
C 0.055 -1.144 0.233 -0.0325
C -1.049 -1.595 -0.407 -0.1290
C -1.034 0.561 -0.787 -0.0541
C 0.084 0.298 -0.083 -0.3689
C 1.180 1.229 0.326 -0.4871
O -1.748 -0.603 -1.025 -0.0022
I 1.172 1.505 2.544 0.6417
H 0.872 -1.651 0.671 0.0984
H -1.484 -2.635 -0.338 0.1442
H -1.395 1.408 -1.276 0.1139
H 1.323 2.169 -0.022 -0.0084
H 2.023 0.459 0.164 0.0839
```

=====

Entry 7:
Entry from the OMol25 dataset: 3 unconnected molecules or ions with the total composition C7H18N2 (wB97M-V/def2-TZVPD).

As for the orbital gap: 6.78 eV. Its energy relative to the best compared isomer or geometry (same formula, charge and spin) is 4.379 eV. The calculation puts the lowest unoccupied orbital energy at 0.66 eV. Its total charge is 0.

The geometry in XYZ format:
```
27
Properties=species:S:1:pos:R:3:lowdin_charge:R:1
C -0.557 0.616 -0.161 -0.4199
C 1.251 2.148 -1.158 -0.0127
C -1.741 -0.173 -0.745 -0.0590
C -1.057 1.877 0.546 -0.0876
C 0.543 0.828 -1.078 -0.2931
N 0.985 -0.156 -1.844 0.1575
H -0.181 -0.140 0.776 0.0951
H 1.816 0.005 -2.393 0.1083
H 2.035 2.145 -1.916 0.0793
H 0.553 2.956 -1.381 0.0893
H 1.710 2.379 -0.193 0.0983
H -2.324 0.442 -1.436 0.0804
H -1.833 1.599 1.259 0.0772
H -2.391 -0.490 0.071 0.0814
H -1.421 -1.075 -1.261 0.0551
H -0.269 2.368 1.119 0.0768
H -1.489 2.605 -0.147 0.0790
C 1.152 -2.285 0.564 -0.1573
C -0.196 -1.017 2.260 -0.1691
N 0.644 -2.474 -0.611 -0.0351
H 0.032 -3.284 -0.663 0.0620
H 0.750 -1.184 -1.558 0.0541
H 1.077 -3.005 1.374 0.0692
H 1.890 -1.501 0.684 0.0673
H -0.663 -0.111 2.656 -0.0364
H 0.631 -1.263 2.929 -0.0312
H -0.943 -1.811 2.308 -0.0288
```

=====

Entry 8:
Entry from the OMol25 dataset: C14H11ClF4N2O3 in the gas phase (wB97M-V/def2-TZVPD).

As for the orbital gap: 8.50 eV. The SMILES is O=C(Nc1ccc(Cl)cn1)c1ccc(COCC(F)(F)C(F)F)o1. Its energy relative to the best compared isomer or geometry (same formula, charge and spin) is 10.778 eV. The calculation puts the lowest unoccupied orbital energy at -0.26 eV. Its total charge is 0.

The geometry in XYZ format:
```
35
Properties=species:S:1:pos:R:3:lowdin_charge:R:1
O -2.728 -2.508 -0.329 0.0552
C -2.006 -1.498 -0.199 -0.4221
N -2.557 -0.154 -0.089 0.1911
C -3.994 0.089 -0.161 -0.3370
N -4.224 1.246 -0.102 0.1111
C -5.534 1.809 0.058 -0.0286
C -6.668 0.955 -0.060 -0.5244
C -6.399 -0.259 -0.543 -0.1362
C -5.144 -0.753 -0.470 0.0376
H -4.844 -1.871 -0.528 0.1310
H -7.275 -0.735 -0.584 0.0727
Cl -8.273 1.847 -0.376 0.5451
H -5.565 2.778 0.050 0.0387
H -2.075 0.623 0.156 0.0799
C -0.708 -1.494 -0.173 -0.1409
C 0.121 -2.551 0.017 0.0366
C 1.506 -2.126 0.159 0.0849
C 1.238 -0.678 0.370 -0.1930
O 0.073 -0.210 0.137 0.1157
C 2.212 0.532 0.665 -0.1531
H 1.817 1.118 1.271 0.0509
O 3.365 0.001 1.066 -0.0842
C 4.479 0.930 1.312 -0.0882
C 5.167 1.427 0.204 -0.1667
F 4.447 2.429 -0.896 -0.1229
F 6.389 2.108 0.431 0.0600
C 5.662 0.071 -0.947 -0.5249
F 6.385 -0.525 -0.313 0.3274
F 6.368 0.695 -1.805 0.1672
H 4.801 -0.252 -1.331 0.1288
H 4.108 1.775 1.785 0.1358
H 5.185 0.243 1.731 0.1591
H 2.369 1.151 -0.332 0.1815
H 2.388 -2.601 0.113 0.0567
H -0.088 -3.611 -0.284 0.1552
```

=====

Entry 9:
Entry from the OMol25 dataset: a gas-phase ion, C2H2NO2P2 (charge -1) (wB97M-V/def2-TZVPD).

As for the orbital gap: 7.45 eV. The SMILES is O=C=NP/C=P\[O-]. Its energy relative to the best compared isomer or geometry (same formula, charge and spin) is 0.000 eV. The calculation puts the lowest unoccupied orbital energy at 3.63 eV. Its total charge is -1.

The geometry in XYZ format:
```
9
Properties=species:S:1:pos:R:3:lowdin_charge:R:1
C -0.582 0.080 0.684 -0.7953
C 3.006 0.569 -0.235 -0.4927
N 2.053 0.069 -0.735 -0.1428
O -2.102 0.879 -1.331 -0.6662
O 3.999 1.096 0.097 0.0680
P 0.547 -0.837 -0.344 0.7025
P -2.033 0.851 0.153 0.5071
H -0.453 -0.045 1.755 -0.0772
H -0.004 -0.402 -1.547 -0.1035
```

=====

Entry 10:
Entry from the OMol25 dataset: 5 unconnected molecules or ions with the total composition H10O5 (wB97M-V/def2-TZVPD).

As for the orbital gap: 11.32 eV. The SMILES is O.O.O.O.O. Its energy relative to the best compared isomer or geometry (same formula, charge and spin) is 0.854 eV. The calculation puts the lowest unoccupied orbital energy at 0.49 eV. Its total charge is 0.

The geometry in XYZ format:
```
15
Properties=species:S:1:pos:R:3:lowdin_charge:R:1
O 4.351 10.352 1.675 -0.0679
H 4.049 10.966 2.352 0.0236
H 4.603 10.921 0.937 0.0060
O 6.658 14.700 -1.307 -0.0557
H 6.078 13.992 -0.993 0.0264
H 6.811 15.244 -0.527 0.0502
O 2.095 13.366 2.211 -0.0550
H 1.870 13.338 1.276 0.0261
H 1.272 13.583 2.659 0.0343
O 3.977 12.446 -1.025 -0.0690
H 3.036 12.433 -1.218 0.0366
H 4.409 12.474 -1.903 -0.0032
O 5.269 13.234 -3.287 -0.0499
H 5.645 14.079 -3.005 0.0323
H 5.837 12.910 -3.992 0.0652
```